(1)
The following is a quantum chemistry calculation of a 3-piece molecular cluster, C5H12O2 overall in a non-equilibrium geometry, from OMol25.

Cartesian coordinates (Å):
C 0.25 -1.28 -0.30
C 0.75 0.07 -0.77
C 1.43 0.94 0.05
C 0.90 1.46 -2.84
C 0.51 0.35 -2.15
H 0.52 -1.42 0.75
H 0.77 -2.05 -0.86
H -0.83 -1.36 -0.37
H 1.59 0.55 1.05
H 1.76 1.95 -0.18
H 1.42 2.24 -2.31
H 0.71 1.59 -3.90
H -0.04 -0.42 -2.69
H -2.14 1.23 1.77
H -0.68 0.65 1.85
O -1.49 0.81 2.34
H -2.10 -1.17 2.44
H -1.49 -2.05 3.51
O -1.84 -2.09 2.62

Summary:
* total charge: +1
* energy relative to the best compared isomer or geometry (same formula, charge and spin): 39.86 kJ/mol
* lowest unoccupied orbital energy (spin up / spin down): -5.780 / -8.455 eV
* HOMO (spin up / spin down): -13.842 / -13.842 eV
* expectation value of S²: 0.786
* gap between HOMO and LUMO (spin up / spin down): 8.1 / 5.4 eV
* 2S+1: 2
* total energy: -9464.6268 eV
* M: 104.15 g mol⁻¹

(2)
The following is a quantum chemistry calculation of a 7-piece molecular cluster, C33H38F4O3 overall, from OMol25.

Cartesian coordinates (Å):
F 2.39 -4.19 4.78
C 2.54 -3.97 3.46
C 1.44 -3.53 2.74
C 1.59 -3.28 1.39
C 2.81 -3.51 0.77
C 3.91 -3.92 1.53
C 3.78 -4.15 2.89
H 0.50 -3.39 3.26
H 0.77 -2.91 0.78
H 2.95 -3.30 -0.28
H 4.87 -4.07 1.05
H 4.64 -4.45 3.48
F 1.90 8.48 1.26
C 2.04 7.26 1.81
C 1.77 6.15 1.05
C 1.87 4.88 1.63
C 2.25 4.77 2.96
C 2.55 5.90 3.70
C 2.44 7.17 3.13
H 1.43 6.29 0.03
H 1.61 4.04 1.01
H 2.38 3.80 3.42
H 2.88 5.81 4.73
H 2.69 8.06 3.68
F -2.17 -0.85 -1.77
C -2.89 -1.51 -0.83
C -2.25 -2.44 -0.04
C -2.99 -3.13 0.91
C -4.35 -2.87 1.05
C -4.97 -1.93 0.24
C -4.23 -1.22 -0.71
H -1.18 -2.56 -0.16
H -2.54 -3.86 1.56
H -4.93 -3.35 1.83
H -6.02 -1.73 0.35
H -4.67 -0.46 -1.34
F -3.97 2.73 0.15
C -5.27 2.85 -0.18
C -5.61 3.60 -1.28
C -6.95 3.71 -1.64
C -7.92 3.10 -0.86
C -7.55 2.37 0.26
C -6.21 2.22 0.60
H -4.82 4.03 -1.88
H -7.26 4.30 -2.49
H -8.97 3.17 -1.11
H -8.31 1.92 0.89
H -5.94 1.64 1.47
C 6.10 -1.32 -2.31
C 4.80 -1.05 -1.61
C 4.87 -0.64 -0.16
O 3.74 -1.17 -2.18
H 6.04 -1.23 -3.40
H 6.37 -2.36 -2.08
H 6.92 -0.69 -1.96
H 5.84 -0.83 0.30
H 4.08 -1.16 0.37
H 4.71 0.44 -0.07
C 1.08 -0.06 -0.47
C -0.05 0.36 0.42
C -0.86 1.55 -0.02
O -0.32 -0.22 1.45
H 1.95 0.59 -0.35
H 0.77 -0.02 -1.52
H 1.43 -1.07 -0.27
H -0.91 1.66 -1.10
H -0.36 2.46 0.33
H -1.87 1.56 0.40
C 1.35 -4.67 -3.70
C 0.81 -3.51 -2.90
C 0.65 -2.19 -3.62
O 0.55 -3.63 -1.72
H 1.43 -5.56 -3.09
H 2.32 -4.38 -4.11
H 0.70 -4.85 -4.56
H 0.16 -1.50 -2.94
H 0.03 -2.33 -4.51
H 1.63 -1.83 -3.91

Summary:
* total charge: 0
* energy relative to the best compared isomer or geometry (same formula, charge and spin): 0.00 kJ/mol
* lowest unoccupied orbital energy: 0.562 eV
* HOMO: -8.998 eV
* gap between HOMO and LUMO: 9.6 eV
* SMILES: Fc1ccccc1.Fc1ccccc1.Fc1ccccc1.Fc1ccccc1.CC(C)=O.CC(C)=O.CC(C)=O
* total energy: -51849.5645 eV
* M: 558.66 g mol⁻¹

(3)
The following is a quantum chemistry calculation of C19H43AlOP3S as an isolated structure in a non-equilibrium geometry, from OMol25.

Cartesian coordinates (Å):
Al -0.29 0.36 -0.81
P -1.65 -1.45 -0.01
P 1.09 -0.82 1.55
P 1.17 -1.31 -1.83
H -0.91 5.61 -5.43
C -1.01 4.70 -6.03
C -2.05 3.83 -5.98
H -2.96 3.93 -5.37
C -3.05 -0.63 0.79
C -1.41 -2.87 1.10
C -2.42 -2.24 -1.46
C 2.56 0.28 1.64
C 0.39 -0.54 3.23
C 1.89 -2.46 1.87
C 0.69 -1.21 -3.58
C 1.29 -3.10 -1.53
C 2.92 -0.80 -1.80
H -0.26 4.61 -6.84
H -2.04 2.98 -6.68
H -3.24 0.35 0.33
H -2.86 -0.45 1.85
H -3.95 -1.25 0.68
H -1.26 -2.58 2.14
H -0.56 -3.50 0.82
H -2.30 -3.51 1.07
H -2.65 -1.48 -2.22
H -3.36 -2.72 -1.14
H -1.77 -2.99 -1.92
H 3.16 -0.02 2.51
H 2.23 1.32 1.74
H 3.16 0.19 0.73
H 1.13 -0.88 3.97
H -0.54 -1.11 3.37
H 0.17 0.53 3.38
H 2.93 -2.31 2.14
H 1.83 -3.11 0.98
H 1.37 -2.96 2.70
H 1.37 -1.91 -4.09
H 0.82 -0.19 -3.95
H -0.35 -1.53 -3.71
H 1.47 -3.55 -2.52
H 0.38 -3.53 -1.10
H 2.16 -3.32 -0.90
H 3.31 -1.05 -2.80
H 3.47 -1.37 -1.04
H 3.00 0.27 -1.62
C -0.97 2.22 -2.67
C 0.19 3.01 -2.64
C 1.03 2.95 -3.78
C 0.67 2.19 -4.90
C -0.65 1.75 -5.01
C -1.53 1.92 -3.96
O -1.44 1.66 -1.52
H 0.90 1.48 -0.65
H 0.53 3.54 -1.72
H 1.97 3.52 -3.77
H 1.35 2.09 -5.76
H -0.91 1.35 -5.99
H -2.62 1.76 -4.00
C -2.49 2.72 2.26
S -0.92 2.07 1.70
C -0.30 3.57 0.95
H -2.87 3.47 1.56
H -2.36 3.16 3.25
H -3.21 1.90 2.33
H -0.67 3.66 -0.08
H -0.60 4.44 1.54
H 0.79 3.52 0.91

Summary:
* total charge: +3
* energy relative to the best compared isomer or geometry (same formula, charge and spin): 10.60 kJ/mol
* lowest unoccupied orbital energy (spin up / spin down): -13.100 / -11.871 eV
* HOMO (spin up / spin down): -16.863 / -16.555 eV
* gap between HOMO and LUMO (spin up / spin down): 3.8 / 4.7 eV
* total energy: -67717.5891 eV
* M: 439.52 g mol⁻¹

Look up the M of the third one. 439.52 g mol⁻¹

Which value of total charge does entry 2 give? 0